Record 1
ORCA calculation (the ωB97M-V functional and the def2-TZVPD basis) on 12 unconnected molecules or ions with the total composition C42H96N6O24P6 at a distorted geometry.

Calculated values
* HOMO-LUMO gap: 10.8 eV
* SMILES: COP(=O)(OC)OC.COP(=O)(OC)OC.COP(=O)(OC)OC.COP(=O)(OC)OC.COP(=O)(OC)OC.COP(=O)(OC)OC.CCCC#N.CCCC#N.CCCC#N.CCCC#N.CCCC#N.CCCC#N

Last column: Löwdin charge in e.
Cartesian coordinates (Å):
C -0.3711 -0.1110 -5.8490  -0.1078
C 0.0207 0.3855 -4.4629  -0.2805
C -0.0002 1.8916 -4.4995  -0.1938
C 1.1441 2.3041 -5.3896  -0.2211
N 2.0993 2.5171 -6.0352  0.1276
H 0.5465 -0.0563 -6.4254  0.0604
H -1.1954 0.4267 -6.3736  0.0949
H -0.4994 -1.2314 -5.8671  0.0766
H 1.0189 -0.0087 -4.2464  0.1039
H -0.6445 -0.0273 -3.7009  0.0770
H 0.2199 2.3770 -3.5540  0.0982
H -0.9127 2.3705 -4.9363  0.1025
C -1.4314 -2.4786 5.9468  -0.0872
C -1.2480 -0.9640 5.7225  -0.2723
C -2.3757 -0.1177 6.2772  -0.1941
C -3.4741 0.0626 5.2862  -0.2042
N -4.3412 0.2119 4.5438  0.1574
H -0.5120 -3.0376 5.8345  0.0733
H -2.1441 -2.9254 5.2638  0.0569
H -1.8606 -2.6047 6.9246  0.0643
H -1.1330 -0.7315 4.6727  0.0596
H -0.2965 -0.6628 6.2898  0.1260
H -2.0344 0.8709 6.6254  0.1082
H -2.8181 -0.5378 7.2101  0.1267
C 3.9189 -3.4699 -1.6527  -0.1028
C 3.5318 -2.8418 -2.9678  -0.2696
C 2.1237 -3.1442 -3.3883  -0.2044
C 1.9751 -4.5366 -3.7400  -0.2897
N 1.9185 -5.6161 -4.1209  0.1671
H 3.3771 -3.1054 -0.7838  0.0410
H 5.0083 -3.3690 -1.3484  0.0970
H 3.5932 -4.5736 -1.6719  0.0942
H 4.2345 -3.1038 -3.7520  0.1170
H 3.5764 -1.7740 -2.8617  0.0950
H 1.7775 -2.6383 -4.3343  0.1350
H 1.3754 -2.9505 -2.5392  0.1163
C -2.0495 -4.9085 -5.0351  -0.1001
C -3.2984 -4.5404 -4.2471  -0.2547
C -3.4167 -3.0976 -3.7237  -0.1817
C -2.2031 -2.7506 -2.9333  -0.2094
N -1.2414 -2.6165 -2.3247  0.1894
H -1.1864 -4.7983 -4.4039  0.0408
H -1.9504 -4.3212 -5.9808  0.0856
H -2.0942 -5.9535 -5.4586  0.0907
H -3.4923 -5.1900 -3.4049  0.1018
H -4.1990 -4.5367 -4.9077  0.1186
H -4.2920 -3.0464 -3.1031  0.0820
H -3.5382 -2.3744 -4.5419  0.1214
C 5.4620 4.0267 1.1217  -0.0760
C 4.3947 4.9997 0.4602  -0.2208
C 4.1183 6.2203 1.3304  -0.1953
C 5.3490 6.9111 1.6320  -0.2516
N 6.2853 7.4992 1.9434  0.1489
H 6.4599 4.5051 1.0580  0.0852
H 5.4301 3.0714 0.6687  0.0384
H 5.3005 3.9063 2.1618  0.0516
H 3.4498 4.4594 0.2719  0.0921
H 4.8851 5.3375 -0.4492  0.1033
H 3.7378 5.8279 2.2841  0.1138
H 3.4595 6.9334 0.8434  0.1101
C 1.6386 1.3199 -0.1835  -0.1006
C 0.9580 0.0891 -0.7577  -0.2421
C 0.6225 -0.8983 0.3357  -0.1858
C -0.2361 -0.3821 1.3608  -0.1993
N -0.7954 0.1525 2.2225  0.1949
H 0.9652 1.9053 0.5171  0.0788
H 1.8896 2.0529 -1.0373  0.0972
H 2.5543 1.0847 0.3578  0.0364
H 1.6621 -0.3069 -1.4618  0.0949
H 0.0646 0.4261 -1.2819  0.0928
H 1.5283 -1.2660 0.8062  0.1013
H 0.0761 -1.7764 -0.0622  0.1029
C -5.6686 3.5615 -3.9650  -0.0933
O -4.5309 3.7640 -3.1432  -0.2037
P -3.4646 2.6137 -3.1554  0.3035
O -3.0382 2.0923 -4.4647  -0.2273
O -2.3424 3.1880 -2.2515  -0.2171
C -2.2848 2.9809 -0.7833  -0.0154
O -4.2028 1.5120 -2.3066  -0.2206
C -3.9385 0.1010 -2.4082  -0.0747
H -6.3867 2.9396 -3.4743  0.0778
H -5.3040 3.1068 -4.8538  0.0662
H -6.1639 4.5794 -4.1701  0.1227
H -1.7655 2.0217 -0.5312  0.0937
H -3.3298 2.9322 -0.4618  0.0884
H -1.7415 3.8987 -0.4262  0.0813
H -4.5003 -0.4164 -1.6374  0.0715
H -2.8652 -0.2367 -2.3676  0.0835
H -4.3971 -0.2613 -3.3477  0.0900
C 1.8893 -7.5834 2.7773  -0.0477
O 1.4088 -6.2022 2.7028  -0.2308
P 0.4477 -5.7005 1.5537  0.4288
O -0.7535 -6.5114 1.2925  -0.2281
O 1.4097 -5.6215 0.2586  -0.2167
C 0.5859 -5.6734 -0.9289  -0.0844
O 0.2393 -4.1406 2.0160  -0.1927
C -1.1289 -3.8430 2.1026  -0.1481
H 2.6544 -7.7339 1.9855  0.0979
H 1.0225 -8.1890 2.5497  0.0771
H 2.3190 -7.7033 3.7792  0.0927
H 1.2831 -5.4928 -1.7451  0.0422
H -0.1802 -4.9070 -0.9415  0.0729
H 0.1668 -6.6507 -0.9333  0.0788
H -1.6201 -3.7678 1.1106  0.0879
H -1.2367 -2.8182 2.5194  0.0889
H -1.6412 -4.6047 2.5702  0.0469
C -1.9380 3.2248 3.0282  -0.1279
O -0.6440 3.4607 2.6034  -0.2267
P 0.4343 4.0463 3.5917  0.3396
O 1.7902 3.7900 3.1073  -0.2218
O 0.1030 3.4227 5.0276  -0.2358
C 0.4186 2.0058 5.2308  -0.0516
O -0.0340 5.5439 3.7974  -0.2096
C 0.8256 6.3656 4.6333  -0.0760
H -2.5634 3.7357 2.2400  0.1080
H -2.1892 3.6850 3.9620  0.0852
H -2.1668 2.1619 2.9875  0.0570
H 0.3829 1.7535 6.3049  0.0946
H 1.3960 1.8365 4.8273  0.0545
H -0.3645 1.4613 4.5755  0.0858
H 0.3177 7.3741 4.6653  0.1061
H 1.8185 6.5547 4.1253  0.0943
H 0.9903 5.9211 5.6478  0.0984
C -4.3454 -2.2640 2.4284  -0.1100
O -4.1629 -3.4940 1.7824  -0.2251
P -4.6812 -3.8646 0.3403  0.3199
O -4.6232 -2.8967 -0.7665  -0.2322
O -3.7564 -5.0966 0.0026  -0.2120
C -3.7451 -6.2401 0.9128  -0.0619
O -6.1612 -4.3274 0.5672  -0.2210
C -6.9194 -4.9180 -0.5452  -0.0398
H -3.9554 -1.4528 1.7697  0.0996
H -3.7463 -2.2239 3.3525  0.0623
H -5.4131 -2.1152 2.6562  0.0976
H -2.9212 -6.1062 1.5785  0.0371
H -3.6602 -7.1152 0.3432  0.0744
H -4.6529 -6.3072 1.5863  0.1120
H -7.4783 -5.6960 -0.1149  0.0689
H -6.2718 -5.3414 -1.3676  0.1087
H -7.4988 -4.0930 -0.9077  0.0837
C 3.7450 1.2067 2.9165  -0.0489
O 4.9813 0.5676 2.4436  -0.1840
P 4.9325 -0.7485 1.6372  0.3726
O 3.8224 -0.9655 0.6814  -0.2445
O 6.3198 -0.8497 0.9007  -0.2067
C 6.5609 0.0794 -0.1692  -0.0749
O 5.0160 -1.9635 2.7271  -0.2039
C 4.6668 -3.2306 2.2621  -0.1283
H 3.6228 1.2498 4.0337  0.1068
H 2.9217 0.7292 2.4239  0.0526
H 3.7510 2.2400 2.5173  0.0650
H 7.2504 -0.4257 -0.8715  0.0992
H 7.1122 0.9079 0.2280  0.0782
H 5.6116 0.3099 -0.6609  0.0863
H 3.7834 -3.2513 1.6163  0.0708
H 4.4758 -3.8440 3.1571  0.1010
H 5.4747 -3.5778 1.6437  0.0835
C 0.6263 5.0813 0.3581  -0.0661
O 1.1864 6.3969 -0.0674  -0.2158
P 0.7408 6.8072 -1.5677  0.3506
O 1.1935 8.1251 -1.9991  -0.2182
O 1.2016 5.6301 -2.5683  -0.2319
C 2.5116 5.5484 -3.0598  -0.0957
O -0.7965 6.6075 -1.5849  -0.2212
C -1.5425 6.8572 -2.7753  -0.0767
H 1.2588 4.7420 1.1400  0.0339
H 0.6946 4.4040 -0.4879  0.0715
H -0.4336 5.2532 0.5878  0.0829
H 3.0888 6.4672 -3.0961  0.0920
H 2.5155 5.0708 -3.9849  0.0605
H 3.0505 4.9565 -2.2845  0.0859
H -2.5639 6.4424 -2.5823  0.0974
H -1.1157 6.4208 -3.6768  0.0893
H -1.6552 7.9655 -2.9070  0.1044


Record 2
ORCA calculation (the ωB97M-V functional and the def2-TZVPD basis) on 2 unconnected molecules or ions with the total composition C4H7NO2.

Calculated values
* HOMO-LUMO gap: 11.0 eV
* SMILES: CC(=O)CN=C=O.[H][H]
* energy above the lowest of the compared OMol25 structures with the same formula, charge and spin: 165.4 kJ/mol

Last column: Löwdin charge in e.
Cartesian coordinates (Å):
C -1.7830 -0.9066 -0.0201  -0.0099
C -0.3368 -0.5446 0.1865  -0.4524
C 0.0262 0.9064 0.5109  -0.1845
N 1.4428 1.0973 0.5702  0.0878
C 2.3120 0.2414 0.6438  -0.3423
O 3.2788 -0.4107 0.7362  0.1649
O 0.5372 -1.3801 0.1341  0.0857
H -2.3332 -0.7730 0.9177  0.0916
H -1.8283 -1.9560 -0.3165  0.0887
H -2.2595 -0.2822 -0.7830  0.0880
H 0.5562 0.4189 -2.2145  0.0750
H -0.4288 1.1749 1.4741  0.1309
H -0.4115 1.5838 -0.2336  0.1117
H 1.1335 0.7211 -1.8568  0.0647


Record 3
ORCA calculation (the ωB97M-V functional and the def2-TZVPD basis) on CH2O2S3 in the gas phase at a distorted geometry.

Calculated values
* HOMO-LUMO gap: 9.4 eV
* SMILES: O=S1(=O)S[C@H]1S
* energy above the lowest of the compared OMol25 structures with the same formula, charge and spin: 180.2 kJ/mol

Last column: Löwdin charge in e.
Cartesian coordinates (Å):
C 0.5977 0.6088 0.0013  -0.9144
O -1.0642 -1.3070 0.3056  -0.4056
O 0.1525 -1.3467 -1.9808  -0.3496
S -1.0644 1.1684 -0.9314  0.6407
S 0.4459 0.6993 1.7545  0.7159
S -0.4036 -0.6678 -0.7870  0.3162
H 1.5155 1.2859 -0.4071  0.1184
H -0.1793 -0.4410 2.0449  -0.1216


Record 4
ORCA calculation (the ωB97M-V functional and the def2-TZVPD basis) on C2H6N2O in the gas phase at a distorted geometry.

Calculated values
* HOMO-LUMO gap: 10.7 eV
* SMILES: [H]/N=C(/C)NO
* energy above the lowest of the compared OMol25 structures with the same formula, charge and spin: 428.8 kJ/mol

Last column: Löwdin charge in e.
Cartesian coordinates (Å):
C 1.3035 -0.4712 -0.0495  -0.0757
C -0.0042 0.3640 -0.3042  -0.6388
H 1.7289 -1.3499 -0.6510  0.0738
H 1.4128 -0.7938 1.1628  0.1276
H 2.2482 0.2187 -0.0221  0.0828
H -0.8723 2.0271 -0.1422  0.1176
H -0.8556 -1.4051 -0.1420  0.1108
H -1.9087 0.4012 0.8892  0.1613
N 0.1541 1.5683 -0.2136  0.1313
N -0.9612 -0.5048 -0.5065  -0.0156
O -2.2455 -0.0546 -0.0211  -0.0751


Record 5
ORCA calculation (the ωB97M-V functional and the def2-TZVPD basis) on C6H7ClO in the gas phase at a distorted geometry.

Calculated values
* HOMO-LUMO gap: 8.8 eV
* SMILES: C=C/C=C(\C=O)CCl
* energy above the lowest of the compared OMol25 structures with the same formula, charge and spin: 405.2 kJ/mol

Last column: Löwdin charge in e.
Cartesian coordinates (Å):
C 2.0322 -0.0299 0.7307  -0.5485
C 0.6301 0.0738 0.2945  -0.2464
C -0.0557 -1.3628 0.7838  -0.2183
C 0.1800 0.7600 -0.8625  -0.0354
C -1.2259 0.7036 -1.3932  -0.1707
C -2.3540 0.4081 -0.6994  0.0185
H 2.4835 -1.0233 0.2531  0.1232
H 2.6589 0.7824 0.2148  0.1022
H 0.8445 -2.0034 1.2537  0.1158
H 0.7770 1.5581 -1.1865  0.0787
H -1.3085 1.3041 -2.3746  0.1186
H -2.4249 0.2647 0.5840  0.1599
H -3.3206 0.5434 -0.9701  -0.0005
O -1.1398 -1.8884 0.7593  0.0274
Cl 2.2230 -0.0902 2.6125  0.4755


Record 6
ORCA calculation (the ωB97M-V functional and the def2-TZVPD basis) on CH2ClF2NS in the gas phase at a distorted geometry.

Calculated values
* HOMO-LUMO gap: 10.1 eV
* energy above the lowest of the compared OMol25 structures with the same formula, charge and spin: 139.3 kJ/mol

Last column: Löwdin charge in e.
Cartesian coordinates (Å):
C 0.2633 1.4247 0.8742  -0.6816
N 1.2025 0.4938 1.1304  -0.3649
F 2.6204 0.1688 -1.2847  -0.3907
F 3.6326 1.3929 0.3353  -0.3604
S 2.5912 0.0802 0.4485  1.1338
Cl -0.3118 1.1564 -0.8194  0.5327
H 0.5701 2.4023 0.8688  0.0395
H -0.7555 1.3334 1.3582  0.0916